No. 1
The following is a quantum chemistry calculation of C46H38I2N3OPSe2Tc as an isolated structure, from OMol25.

As for the spin multiplicity: 4. The calculation puts the frontier orbital gap (alpha / beta) at 6.4 / 6.3 eV. Its expectation value of S² is 3.777. For the lowest unoccupied orbital energy (alpha / beta), the calculation gives -0.103 / -0.826 eV.

Last column: Löwdin spin population.
Atoms and positions in Å:
Tc -0.098 0.024 0.102  1.82
C -1.127 2.038 6.099  0.00
C -1.767 2.162 4.879  0.00
C -1.333 1.428 3.783  0.00
C -0.257 0.554 3.886  0.00
C 0.399 0.460 5.118  0.00
C -0.037 1.184 6.215  0.00
P 0.401 -0.393 2.444  0.01
C 2.195 -0.234 2.848  0.00
C 2.768 1.032 2.738  0.01
C 4.120 1.216 2.976  0.00
C 4.918 0.138 3.340  0.00
C 4.352 -1.120 3.476  0.00
C 2.996 -1.307 3.233  0.00
C 0.152 -2.156 2.901  0.00
C -0.119 -2.525 4.193  0.00
C 0.172 -3.824 4.664  0.00
C 0.854 -4.686 3.861  0.00
C 1.100 -4.366 2.500  0.00
C 1.816 -5.261 1.671  0.00
C 1.984 -4.975 0.348  0.00
C 1.312 -3.873 -0.210  0.00
C 0.558 -3.000 0.543  0.00
C 0.597 -3.150 1.966  0.00
H -1.459 2.615 6.952  0.00
H -2.598 2.846 4.763  0.00
H -1.835 1.570 2.835  0.00
H 1.272 -0.171 5.222  0.00
H 0.484 1.089 7.159  0.00
H 2.148 1.876 2.467  0.02
H 4.551 2.204 2.879  0.00
H 5.975 0.282 3.524  0.00
H 4.963 -1.962 3.774  0.00
H 2.570 -2.295 3.345  0.00
H -0.508 -1.801 4.894  0.00
H -0.064 -4.087 5.687  0.00
H 1.206 -5.638 4.239  0.00
H 2.222 -6.166 2.108  0.00
H 2.554 -5.635 -0.293  0.00
H 1.323 -3.747 -1.287  0.00
I -1.607 0.471 -4.857  0.01
C 0.234 -0.107 -4.090  0.02
C 1.284 -0.461 -4.951  0.00
C 2.492 -0.878 -4.459  0.02
I 4.001 -1.380 -5.815  0.00
C 2.711 -0.960 -3.061  0.00
C 3.904 -1.400 -2.443  0.02
C 3.984 -1.429 -1.083  0.00
C 2.881 -1.022 -0.312  0.02
N 1.755 -0.605 -0.841  -0.01
C 1.654 -0.579 -2.209  0.00
C 0.386 -0.148 -2.715  0.00
O -0.553 0.158 -1.873  0.03
H 1.128 -0.399 -6.019  0.00
H 4.740 -1.709 -3.055  0.00
H 4.880 -1.761 -0.577  0.00
H 2.943 -1.034 0.765  0.00
Se -1.751 2.862 -1.145  0.49
Se 0.076 2.869 1.052  0.37
C 1.459 3.237 -0.181  0.02
C 2.073 4.492 -0.207  0.01
C 3.090 4.724 -1.112  0.00
C 3.473 3.691 -1.962  0.02
C 2.810 2.482 -1.855  0.00
N 1.823 2.250 -0.992  0.03
C -2.734 1.627 -0.129  0.04
C -4.122 1.801 -0.007  0.02
C -4.852 1.037 0.869  0.01
C -4.183 0.104 1.660  0.01
C -2.833 -0.046 1.467  0.01
N -2.109 0.650 0.567  0.01
H 1.734 5.259 0.475  0.00
H 3.572 5.692 -1.162  0.00
H 4.260 3.813 -2.692  0.00
H 3.095 1.654 -2.501  0.00
H -4.585 2.579 -0.598  0.01
H -5.921 1.179 0.964  0.00
H -4.689 -0.496 2.402  0.00
H -2.277 -0.757 2.061  0.00
C -2.412 -3.319 1.032  0.00
C -1.827 -2.828 -0.296  0.01
C -1.636 -4.086 -1.169  0.00
C -2.835 -1.953 -1.062  0.00
C -0.427 -2.109 -0.176  -0.01
H -3.434 -3.670 0.867  0.00
H -2.442 -2.555 1.808  0.00
H -1.835 -4.157 1.428  0.00
H -2.595 -4.598 -1.266  0.00
H -0.927 -4.791 -0.738  0.00
H -1.296 -3.818 -2.173  0.00
H -3.539 -2.592 -1.600  0.00
H -2.337 -1.316 -1.792  0.00
H -3.424 -1.317 -0.408  0.00
H -0.103 -2.099 -1.218  0.01

No. 2
The following is a quantum chemistry calculation of C23H37BF6N7O4S2SiY as an isolated structure, from OMol25.

The calculation puts the frontier orbital gap at 7.5 eV. For the lowest unoccupied orbital energy, the calculation gives 0.096 eV.

Last column: Mulliken charge in e.
Atoms and positions in Å:
Y 0.080 0.210 0.415  -0.56
C -3.273 2.190 3.178  -1.56
C -2.800 1.867 1.910  -0.30
N -1.670 1.154 1.981  0.60
N -1.409 1.021 3.304  -0.33
C -2.349 1.627 4.034  -0.13
B -0.138 0.325 3.795  0.08
N 1.048 1.197 3.265  0.84
C 2.102 1.621 3.969  -0.10
C 2.881 2.434 3.167  -1.28
C 2.211 2.449 1.948  -0.30
N 1.106 1.703 2.006  -0.68
N -0.147 -1.129 3.347  0.30
C 0.002 -2.261 4.157  -0.58
C -0.303 -3.441 3.311  -0.36
C -0.587 -2.812 2.009  -0.36
N -0.444 -1.527 2.073  0.04
H -4.153 2.756 3.426  0.45
H -3.228 2.135 0.965  0.42
H -2.282 1.621 5.110  0.49
H -0.086 0.338 4.995  -0.15
H 2.214 1.329 5.001  0.48
H 3.790 2.945 3.433  0.45
H 2.476 2.956 1.036  0.58
H -0.153 -2.152 5.222  0.50
H -0.720 -4.387 3.625  0.51
H -0.896 -3.284 1.089  0.43
F 3.744 0.835 -2.243  -0.19
C 3.343 0.374 -1.077  0.47
F 2.267 1.146 -0.682  -0.22
F 4.300 0.559 -0.189  -0.26
S 2.798 -1.431 -1.165  1.09
O 1.348 -1.288 -0.929  -0.58
O 3.227 -1.879 -2.442  -0.66
N 3.505 -2.141 0.006  -0.69
S 2.703 -2.077 1.427  0.52
O 2.110 -0.707 1.589  -0.06
O 1.037 -3.154 3.759  -0.35
C 4.226 -1.927 2.481  0.62
F 4.971 -0.887 2.146  -0.17
F 3.819 -1.781 3.742  -0.19
F 4.941 -3.043 2.380  -0.23
C -3.936 1.087 -1.140  -2.16
C -2.881 1.703 -2.071  3.37
C -3.611 2.090 -3.363  -1.95
C -2.379 3.007 -1.429  -1.98
Si -1.357 0.475 -2.219  0.30
C -0.371 0.978 -3.835  2.64
C -1.094 0.691 -5.159  -1.78
C -0.046 2.479 -3.791  -2.12
C 0.981 0.258 -3.894  -1.84
C -2.069 -1.346 -2.493  2.75
C -2.415 -1.921 -1.113  -1.74
C -1.002 -2.285 -3.083  -2.09
C -3.301 -1.472 -3.399  -1.72
H -4.651 1.857 -0.819  0.60
H -3.511 0.634 -0.242  -0.03
H -4.514 0.312 -1.640  0.36
H -4.480 2.717 -3.120  0.57
H -3.979 1.218 -3.907  0.30
H -2.983 2.667 -4.042  0.31
H -3.222 3.671 -1.195  0.49
H -1.706 3.558 -2.086  0.36
H -1.831 2.837 -0.498  0.30
H -2.068 1.173 -5.234  0.27
H -1.236 -0.378 -5.322  0.32
H -0.480 1.060 -5.992  0.55
H -0.929 3.107 -3.905  0.42
H 0.636 2.729 -4.613  0.58
H 0.453 2.764 -2.859  0.25
H 0.899 -0.816 -4.051  0.30
H 1.541 0.416 -2.977  -0.01
H 1.582 0.667 -4.715  0.65
H -1.521 -1.945 -0.470  0.02
H -2.742 -2.966 -1.197  0.67
H -3.195 -1.371 -0.583  0.22
H -0.052 -2.240 -2.550  0.09
H -0.809 -2.071 -4.134  0.41
H -1.365 -3.319 -3.031  0.60
H -4.183 -0.964 -3.014  0.31
H -3.565 -2.532 -3.512  0.54
H -3.106 -1.080 -4.399  0.29

No. 3
The following is a quantum chemistry calculation of C27H37BrN3O8RuSe2SiTe2 as an isolated structure at a distorted geometry, from OMol25.

The total charge is -2. As for the spin multiplicity: 2. The calculation puts the frontier orbital gap (alpha / beta) at 4.9 / 4.9 eV. Its expectation value of S² is 1.131. For the lowest unoccupied orbital energy (alpha / beta), the calculation gives 3.255 / 3.298 eV.

Last column: Löwdin spin population.
Atoms and positions in Å:
Ru -1.138 1.840 0.684  1.21
Se -1.274 1.664 3.018  0.05
Te -3.693 2.112 3.496  -0.04
Te -2.501 4.026 1.413  -0.17
Se -4.521 4.190 0.150  -0.11
O 3.134 2.316 0.155  0.00
C 2.040 2.738 0.542  0.00
O 1.108 1.993 0.995  0.02
C 1.824 4.244 0.548  0.00
C 2.924 5.051 0.624  0.00
C 2.802 6.457 0.628  0.00
C 1.560 7.052 0.665  0.00
C 0.418 6.256 0.642  0.00
C 0.527 4.827 0.437  0.00
O -0.479 4.160 0.077  0.02
N -0.817 6.881 0.765  0.00
O -1.812 6.223 1.208  -0.02
O -0.946 8.074 0.602  0.00
N 3.969 7.279 0.640  0.00
O 3.836 8.498 0.622  0.00
O 5.067 6.743 0.667  0.00
H 3.904 4.596 0.649  0.00
H 1.463 8.124 0.737  0.00
C -1.623 -3.857 -1.303  0.00
C -0.125 -3.536 -1.223  0.00
C 0.662 -4.813 -1.553  0.00
C 0.151 -2.491 -2.315  0.00
Si 0.343 -2.858 0.534  0.01
Br -0.512 -0.769 0.557  0.02
C -0.593 -3.735 1.991  0.00
C -0.038 -3.276 3.346  0.00
C -2.087 -3.376 2.005  0.00
C -0.451 -5.262 1.900  0.00
C 2.238 -2.616 0.823  0.00
C 2.928 -2.098 -0.446  0.00
C 2.498 -1.559 1.909  0.00
C 2.907 -3.937 1.236  0.00
H -1.881 -4.133 -2.331  0.00
H -2.225 -2.988 -1.031  0.00
H -1.898 -4.692 -0.656  0.00
H 0.344 -5.202 -2.526  0.00
H 0.496 -5.592 -0.806  0.00
H 1.735 -4.620 -1.607  0.00
H -0.153 -2.894 -3.287  0.00
H 1.204 -2.222 -2.381  0.00
H -0.418 -1.577 -2.146  0.00
H -0.090 -2.190 3.443  0.00
H 0.994 -3.594 3.500  0.00
H -0.643 -3.705 4.152  0.00
H -2.235 -2.307 2.162  0.00
H -2.573 -3.902 2.834  0.00
H -2.598 -3.655 1.085  0.00
H 0.597 -5.569 1.879  0.00
H -0.937 -5.656 1.005  0.00
H -0.923 -5.730 2.770  0.00
H 2.483 -1.159 -0.780  0.00
H 2.891 -2.821 -1.263  0.00
H 3.980 -1.895 -0.226  0.00
H 2.108 -0.583 1.618  0.00
H 3.579 -1.444 2.045  0.00
H 2.065 -1.826 2.871  0.00
H 2.743 -4.721 0.491  0.00
H 2.528 -4.297 2.194  0.00
H 3.986 -3.788 1.337  0.00
N -1.098 1.587 -6.772  0.00
C -1.138 1.689 -5.624  0.00
C -1.197 1.784 -4.205  0.01
C -2.371 2.201 -3.573  0.00
C -2.436 2.260 -2.190  0.00
C -1.344 1.925 -1.386  0.00
C -0.164 1.526 -2.046  0.01
C -0.087 1.445 -3.426  0.00
H -3.232 2.481 -4.169  0.00
H -3.365 2.584 -1.737  0.00
H 0.725 1.283 -1.472  0.00
H 0.827 1.121 -3.913  0.00
C -4.029 -0.210 -0.541  0.00
O -3.364 0.356 0.573  -0.01
H -4.811 0.456 -0.916  0.00
H -4.469 -1.180 -0.279  0.00
H -3.285 -0.357 -1.324  0.00
H -4.017 0.650 1.230  0.00

No. 4
The following is a quantum chemistry calculation of a 4-piece molecular cluster, C4H16NO3 overall at a distorted geometry, from OMol25.

The total charge is +1. The calculation puts the frontier orbital gap at 10.0 eV. For the lowest unoccupied orbital energy, the calculation gives -4.379 eV.

Last column: Mulliken charge in e.
Atoms and positions in Å:
C 0.717 -3.339 0.263  -1.11
C -0.126 -2.079 -0.065  -0.25
C 0.115 -0.662 0.643  -0.63
C -0.534 1.583 0.385  -0.15
N -0.522 0.431 -0.109  0.18
H 0.205 -3.983 0.883  0.33
H 1.651 -2.945 0.747  0.28
H 1.078 -3.846 -0.645  0.33
H -1.265 -1.963 0.071  0.27
H 0.106 -1.923 -1.194  0.19
H 1.206 -0.553 0.875  0.41
H -0.485 -0.686 1.625  0.34
H -0.068 1.917 1.389  0.26
H -0.961 2.484 -0.022  0.27
H -1.087 0.119 -0.813  0.27
H -3.541 -0.798 -0.324  0.29
H -3.472 -0.113 -1.789  0.30
O -2.951 -0.470 -0.980  -0.61
H 1.573 5.338 3.086  0.31
H 1.609 4.012 3.750  0.29
O 1.437 4.425 2.979  -0.60
H 1.793 0.360 -4.008  0.32
H 1.827 1.814 -3.541  0.33
O 1.696 0.876 -3.208  -0.64

No. 5
The following is a quantum chemistry calculation of an isolated ion of composition C11H13N2O and charge -1 at a distorted geometry, from OMol25.

Its SMILES is CC1=c2ccccc2=NC(C)(C)N1[O-]. The total charge is -1. The calculation puts the frontier orbital gap at 6.0 eV. For the lowest unoccupied orbital energy, the calculation gives 3.808 eV.

Last column: Mulliken charge in e.
Atoms and positions in Å:
C 0.351 2.742 0.423  -1.57
C 0.173 1.283 0.059  0.67
C -1.003 0.587 0.105  0.54
C -2.238 1.197 -0.032  -0.77
C -3.409 0.515 -0.005  -0.81
C -3.405 -0.909 0.071  -0.13
C -2.252 -1.628 0.052  -0.75
C -1.005 -0.903 0.074  0.45
N 0.112 -1.543 -0.021  -0.76
C 1.402 -0.991 -0.148  0.73
C 2.407 -1.262 1.094  -1.32
C 2.169 -1.416 -1.485  -1.45
N 1.349 0.654 -0.171  0.49
O 2.428 1.253 -0.409  -0.82
H -0.012 3.467 -0.415  0.22
H 1.377 2.865 0.563  0.47
H -0.180 3.040 1.262  0.40
H -2.316 2.245 -0.118  0.37
H -4.368 1.030 -0.203  0.28
H -4.375 -1.340 0.047  0.38
H -2.244 -2.735 0.125  0.32
H 2.173 -0.661 2.141  0.22
H 3.330 -0.795 0.769  0.39
H 2.517 -2.331 1.388  0.37
H 1.535 -1.334 -2.363  0.34
H 2.470 -2.403 -1.307  0.44
H 3.012 -0.627 -1.495  0.29

No. 6
The following is a quantum chemistry calculation of C21H21N10Pd as an isolated structure, from OMol25.

The total charge is +3. The calculation puts the frontier orbital gap (alpha / beta) at 5.3 / 5.4 eV. For the lowest unoccupied orbital energy (alpha / beta), the calculation gives -12.133 / -12.059 eV.

Last column: Mulliken charge in e.
Atoms and positions in Å:
Pd -1.548 -0.680 0.717  0.57
C 3.114 -5.222 -0.346  -1.54
C 2.417 -3.907 -0.387  0.34
C 3.045 -2.741 0.078  -1.05
C 2.388 -1.538 0.072  -0.11
C 1.055 -1.441 -0.395  1.47
N 0.338 -0.272 -0.352  0.23
C 0.790 0.901 -0.745  0.83
C 2.012 0.981 -1.527  -0.61
C 2.556 2.157 -1.903  -1.20
C 1.889 3.373 -1.598  0.25
C 2.433 4.661 -2.074  -1.56
C 0.638 3.326 -0.950  -0.72
C 0.052 2.159 -0.534  0.42
N -1.189 2.258 0.109  0.58
C -1.712 3.409 0.655  -0.18
C -3.040 3.212 0.857  -0.97
C -3.283 1.897 0.408  -0.14
N -2.180 1.323 -0.038  -0.57
C 0.398 -2.638 -0.827  -0.49
C 1.085 -3.823 -0.841  -0.38
N -0.901 -2.591 -1.395  0.16
C -1.360 -3.284 -2.468  0.03
C -2.680 -2.966 -2.650  -1.05
C -2.980 -2.050 -1.641  -0.29
N -1.908 -1.838 -0.881  -0.13
H 4.196 -5.105 -0.359  0.41
H 2.806 -5.866 -1.168  0.41
H 2.852 -5.740 0.583  0.34
H 4.051 -2.803 0.474  0.47
H 2.853 -0.661 0.503  0.58
H 2.445 0.055 -1.873  0.64
H 3.460 2.180 -2.499  0.49
H 3.521 4.648 -2.112  0.43
H 2.079 5.505 -1.485  0.42
H 2.086 4.820 -3.105  0.37
H 0.103 4.258 -0.840  0.62
H -1.097 4.268 0.866  0.49
H -3.750 3.907 1.274  0.51
H -4.212 1.349 0.411  0.46
H 0.594 -4.722 -1.193  0.63
H -0.708 -3.936 -3.028  0.50
H -3.342 -3.337 -3.414  0.45
H -3.912 -1.551 -1.426  0.48
N -2.978 1.266 5.239  -0.56
N -2.074 0.933 4.281  1.21
N -0.814 1.304 4.362  -0.78
C -0.331 0.895 3.203  -0.33
N -1.289 0.309 2.475  0.22
N -2.415 0.349 3.182  -0.56
H -2.509 1.395 6.129  0.33
H -3.743 0.603 5.267  0.31
H 0.699 1.013 2.910  0.55

No. 7
The following is a quantum chemistry calculation of a 2-piece molecular cluster, CH4I2N3 overall at a distorted geometry, from OMol25.

The total charge is +1. The calculation puts the frontier orbital gap (alpha / beta) at 6.9 / 8.1 eV. For the lowest unoccupied orbital energy (alpha / beta), the calculation gives -5.661 / -4.872 eV.

Last column: Mulliken charge in e.
Atoms and positions in Å:
C -0.291 0.190 0.144  0.79
N -0.813 -0.442 -0.850  -0.24
N -2.293 1.635 0.502  -0.57
N 0.391 0.811 1.030  -0.17
I -3.510 1.659 -1.047  0.32
I -1.793 3.267 1.486  0.32
H -1.753 -0.310 -1.164  0.03
H -0.423 -1.299 -1.235  0.28
H 1.258 0.568 1.427  0.25
H -0.098 1.674 1.471  -0.01

No. 8
The following is a quantum chemistry calculation of a 2-piece molecular cluster, C5H8Cl2 overall at a distorted geometry, from OMol25.

The calculation puts the frontier orbital gap at 10.2 eV. For the lowest unoccupied orbital energy, the calculation gives -0.042 eV.

Last column: Mulliken charge in e.
Atoms and positions in Å:
C 1.807 1.804 -2.452  -0.43
C 1.225 2.268 -1.424  -0.11
C -0.948 0.433 1.565  -1.08
C -0.719 -1.623 0.065  -0.48
C -0.143 -0.763 1.106  0.05
Cl -1.964 -2.607 0.884  -0.20
Cl 1.225 -0.004 0.130  -0.23
H 1.811 2.146 -3.491  0.30
H 2.126 0.778 -2.194  0.23
H -0.012 -1.457 2.004  0.38
H -0.419 1.023 2.331  0.32
H -2.049 0.183 1.724  0.28
H -0.817 1.148 0.734  0.33
H -1.168 -0.918 -0.712  0.32
H 0.044 -2.409 -0.269  0.32